1.
Molecular formula: C12H15Br3ClF7N3
Method: DFT, ωB97M-V/def2-TZVPD

ORCA input file:
```
! RIJCOSX wB97M-V def2-TZVPD def2/J DEFGRID3
* xyz 1 1
C 1.461 4.254 -0.473
C 0.967 3.242 0.635
N 0.143 2.123 0.091
C -0.919 2.254 -0.725
N -1.474 1.030 -1.006
N -2.572 0.682 -1.761
C -0.672 0.123 -0.293
C -1.007 -1.387 -0.318
F -1.166 -1.794 -1.646
F 0.026 -2.161 0.164
C -2.363 -1.776 0.423
F -2.160 -2.995 1.014
F -3.383 -1.848 -0.478
C -2.811 -0.779 1.558
F -1.827 -0.468 2.443
F -3.436 0.344 1.079
F -3.774 -1.433 2.286
C 0.378 0.766 0.425
C 1.471 0.177 1.363
C 2.846 -0.080 0.590
C 4.110 0.367 1.419
Cl 2.876 0.851 -0.991
H 1.440 3.842 -1.509
H 2.481 4.601 -0.161
H 0.801 5.161 -0.415
H 1.798 2.881 1.283
H 0.272 3.816 1.311
H -1.380 3.154 -1.176
H -2.324 0.605 -2.748
H -3.369 1.296 -1.600
H 1.082 -0.744 1.863
H 1.660 0.977 2.132
H 2.908 -1.170 0.357
H 4.895 -0.420 1.289
H 3.922 0.457 2.517
H 4.498 1.320 0.988
C -1.111 -5.340 -2.023
Br -1.395 -6.519 -3.528
Br -2.268 -5.780 -0.537
Br 0.749 -5.288 -1.493
H -1.376 -4.340 -2.348
*
```

- HOMO (eV) = -12.00
- E_LUMO (Eh) = -0.127
- frontier orbital gap (eV) = 8.6


2.
Molecular formula: C4H7NO
Method: DFT, ωB97M-V/def2-TZVPD

ORCA input file:
```
! RIJCOSX wB97M-V def2-TZVPD def2/J DEFGRID3
* xyz 0 1
C -0.855 -1.002 0.460
C -0.592 0.769 -1.041
O -0.096 1.473 -0.068
C 1.072 0.850 0.465
C 0.832 -0.693 0.245
N 1.612 -1.519 -0.145
H -1.337 -0.286 1.134
H -1.552 -1.264 -0.345
H -0.689 -1.932 1.005
H -1.595 1.039 -1.350
H 0.075 0.232 -1.713
H 1.183 1.212 1.490
H 1.940 1.120 -0.136
*
```

- HOMO (spin up / spin down) (eV) = -8.85 / -7.10
- energy relative to the best compared isomer or geometry (same formula, charge and spin) (eV) = 5.988
- E_LUMO (spin up / spin down) (Eh) = 0.022 / -0.028
- frontier orbital gap (spin up / spin down) (eV) = 9.4 / 6.4


3.
Molecular formula: C31H90BrF3NO32
Method: DFT, ωB97M-V/def2-TZVPD

ORCA input file:
```
! RIJCOSX wB97M-V def2-TZVPD def2/J DEFGRID3
* xyz -1 1
C -3.092 -0.985 2.460
O -3.729 -1.214 1.224
C -5.040 -1.703 1.363
C -5.213 -2.956 0.494
C -4.360 -4.123 1.107
C -3.688 -4.906 -0.037
C -2.628 -5.955 0.402
C -1.814 -5.569 1.647
C -0.556 -6.421 1.868
C 0.566 -6.229 0.808
C 1.843 -5.554 1.363
C 1.539 -4.137 1.930
C 2.293 -3.051 1.122
C 1.375 -2.350 0.121
N 1.334 -3.012 -1.194
C 2.090 -2.245 -2.132
O 3.206 -2.435 -2.510
C 1.116 -1.162 -2.626
C 1.328 0.086 -3.155
C 2.743 0.601 -3.284
C 3.563 0.450 -1.969
C 3.802 1.801 -1.291
F 3.117 2.887 -1.660
C 4.669 1.868 -0.314
F 4.997 3.013 0.298
F 5.291 0.825 0.185
C 0.204 0.801 -3.573
C 0.377 2.149 -4.236
C -0.278 3.402 -3.541
C -0.698 3.263 -2.091
O 0.404 3.017 -1.184
C -0.020 2.903 0.093
C 0.906 2.245 1.077
O -1.115 3.255 0.462
C -1.038 0.227 -3.407
Br -2.598 1.175 -4.014
C -1.271 -1.003 -2.845
C -2.691 -1.578 -2.618
O -2.994 -2.740 -2.960
O -3.459 -0.817 -2.029
C -0.144 -1.730 -2.455
C 0.025 -3.107 -1.813
O -0.653 -4.078 -1.830
H -2.090 -0.611 2.229
H -3.608 -0.234 3.074
H -2.956 -1.934 3.002
H -5.797 -0.956 1.077
H -5.272 -1.985 2.403
H -6.278 -3.211 0.455
H -4.859 -2.763 -0.524
H -5.066 -4.794 1.610
H -3.658 -3.660 1.797
H -4.484 -5.455 -0.556
H -3.254 -4.241 -0.790
H -3.055 -6.961 0.509
H -1.908 -6.037 -0.424
H -2.443 -5.690 2.541
H -1.604 -4.494 1.578
H -0.798 -7.488 1.898
H -0.131 -6.119 2.834
H 0.843 -7.188 0.356
H 0.221 -5.585 -0.009
H 2.536 -5.456 0.523
H 2.330 -6.174 2.124
H 1.925 -4.084 2.951
H 0.467 -3.936 1.975
H 2.643 -2.322 1.863
H 3.194 -3.441 0.643
H 1.704 -1.301 0.045
H 0.373 -2.320 0.557
H 3.241 0.013 -4.060
H 2.811 1.642 -3.587
H 3.069 -0.171 -1.225
H 4.545 0.065 -2.241
H 1.410 2.403 -4.444
H -0.121 2.054 -5.214
H -1.154 3.700 -4.115
H 0.438 4.217 -3.650
H -1.136 4.225 -1.794
H -1.474 2.519 -1.914
H 1.149 1.259 0.691
H 1.775 2.859 1.320
H 0.352 2.084 2.003
O 6.270 1.321 3.231
H 6.613 2.188 3.469
H 5.708 1.490 2.468
O 0.321 5.216 -5.798
H 0.794 6.027 -5.574
H -0.251 5.462 -6.532
O -0.852 1.552 4.433
H -1.236 2.068 5.150
H -1.187 1.974 3.633
O 2.919 -2.161 4.248
H 3.816 -1.940 3.973
H 2.837 -1.782 5.130
O 4.197 -4.459 5.706
H 4.684 -3.669 5.969
H 3.585 -4.132 5.032
O 1.733 -3.223 6.473
H 0.782 -3.385 6.448
H 2.083 -3.932 7.024
O 1.042 7.444 -3.872
H 1.893 7.654 -3.477
H 0.433 7.426 -3.128
O 4.640 -1.634 6.703
H 5.507 -1.441 7.077
H 4.057 -1.710 7.468
O 2.397 5.422 1.180
H 1.576 5.702 0.761
H 2.854 4.917 0.498
O -4.417 3.961 -5.393
H -5.357 3.770 -5.486
H -4.098 3.267 -4.805
O 7.767 4.014 0.720
H 6.930 3.545 0.650
H 7.505 4.909 0.974
O -5.928 6.909 -4.686
H -5.530 6.108 -5.049
H -5.627 6.922 -3.773
O 1.649 6.221 -1.680
H 1.343 5.384 -1.305
H 2.608 6.179 -1.605
O 5.908 6.225 1.700
H 5.072 5.749 1.630
H 5.650 7.117 1.953
O 0.275 0.941 -7.172
H 0.412 1.417 -7.998
H -0.035 0.071 -7.448
O -1.373 -3.934 6.868
H -1.675 -4.514 7.574
H -2.187 -3.690 6.406
O -0.598 -0.010 0.278
H -1.437 0.318 -0.079
H -0.209 -0.485 -0.464
O -1.015 -1.015 7.006
H -0.924 -0.509 6.187
H -1.358 -1.872 6.717
O -0.831 -3.537 -5.217
H -0.974 -4.488 -5.215
H -1.304 -3.214 -4.436
O 3.127 9.004 -4.759
H 2.310 9.278 -5.189
H 3.601 8.517 -5.441
O 0.939 8.533 -6.840
H 0.732 8.333 -5.912
H 0.105 8.855 -7.199
O -6.040 0.286 -3.039
H -6.681 -0.114 -2.444
H -5.187 -0.061 -2.727
O -4.084 -2.625 7.609
H -4.204 -2.986 8.493
H -3.491 -1.872 7.745
O -3.499 0.372 8.883
H -2.608 0.591 8.583
H -3.569 0.788 9.748
O -4.401 -2.535 -5.790
H -4.014 -3.338 -6.150
H -4.078 -2.515 -4.877
*
```

- HOMO (eV) = -6.20
- E_LUMO (Eh) = 0.050
- frontier orbital gap (eV) = 7.6


Question: Number 1 is which compound?
Answer: C12H15Br3ClF7N3